[1]
ORCA calculation (wB97M-V/def2-TZVPD) on C15H46N15O11Sr as an isolated structure at a distorted geometry.

The geometry in XYZ format:
```
88
Properties=species:S:1:pos:R:3:forces:R:3
Sr 11.7321 1.5099 -4.2447 -1.037 0.600 0.417
C 5.4754 3.4154 -2.8961 -0.969 -0.186 -0.491
C 6.8004 3.0861 -3.4758 1.183 2.505 0.039
O 7.4106 3.7717 -4.3130 -0.593 0.983 -1.719
O 7.4708 2.2571 -2.8794 1.744 -3.806 1.957
H 4.7532 3.4363 -3.7123 -0.258 0.105 0.157
H 5.4999 4.3995 -2.4281 0.085 -0.047 -0.087
H 5.2068 2.6555 -2.1623 -0.135 0.144 -0.063
C 1.6280 4.5663 -9.6128 -1.609 0.433 1.687
O 0.5870 4.8032 -8.9909 0.589 -0.141 -0.611
N 2.5890 3.7643 -9.0820 0.376 0.110 -0.638
N 1.9123 5.1302 -10.8229 0.466 -0.442 0.399
H 2.4192 3.3480 -8.1775 0.255 0.167 -0.352
H 3.4626 3.7063 -9.5854 0.025 -0.424 0.633
H 2.6865 4.6548 -11.2641 -0.415 0.460 -0.858
H 1.0923 5.4516 -11.3174 0.413 -0.128 -0.226
C 2.5993 7.7835 -4.7762 -2.123 0.836 1.312
O 3.1038 8.1777 -3.7433 1.195 -0.208 0.426
N 2.5832 8.4473 -5.9120 1.267 1.435 -2.523
N 1.6389 6.8310 -4.7882 0.837 -1.009 0.812
H 3.1039 9.3111 -5.9642 -0.152 -0.336 -0.359
H 2.0079 8.0906 -6.6616 0.426 0.670 -0.064
H 1.4180 6.6744 -3.8152 -0.927 -1.012 -0.565
H 1.1924 6.6063 -5.6658 -0.512 -0.441 0.935
C 7.2397 -0.1732 2.5929 -2.469 -1.709 0.547
O 8.3233 0.0473 2.9974 3.657 1.303 0.201
N 6.4139 -0.9851 3.2668 -2.023 -1.496 1.100
N 6.6334 0.2721 1.4817 0.404 1.598 -2.518
H 6.6982 -1.5327 4.0665 0.101 0.467 -0.231
H 5.4725 -1.1028 2.9204 0.252 -0.250 0.384
H 7.2673 0.6147 0.7740 -0.277 0.249 0.095
H 5.7419 -0.0449 1.1284 0.348 -0.122 0.370
C 7.7319 4.0806 -11.5243 -2.353 0.347 1.946
O 6.5819 3.7932 -11.6327 -3.072 -1.346 0.116
N 8.4666 4.3990 -12.5148 3.798 1.042 -4.622
N 8.3665 4.2957 -10.3790 1.595 -0.042 2.315
H 8.1547 4.2897 -13.4691 0.139 0.057 0.354
H 9.3880 4.7469 -12.2910 -0.195 -0.027 -1.036
H 9.3422 4.5058 -10.5339 -0.261 0.030 1.338
H 7.9126 4.2735 -9.4770 0.255 -0.029 -0.381
C 3.2699 6.0246 2.0199 -1.386 -0.990 -2.112
O 2.3097 5.4812 1.4803 0.447 0.606 0.305
N 3.8672 5.6033 3.1113 1.434 -1.161 3.335
N 3.9751 7.0650 1.5337 0.670 1.984 -1.382
H 4.7784 5.9953 3.3016 -0.316 -0.450 0.285
H 3.5511 4.8488 3.7037 -0.207 0.252 -0.444
H 4.6164 7.5669 2.1311 -0.232 -0.129 -0.326
H 3.9466 7.3463 0.5641 -0.425 -0.126 0.307
C 3.0657 -2.2337 -6.0717 2.888 1.776 -1.284
O 3.8433 -1.8589 -6.9164 2.024 0.618 -0.806
N 2.0271 -2.8970 -6.3769 -4.657 -3.056 -1.913
N 3.1168 -2.0188 -4.7966 0.981 1.252 4.905
H 1.2534 -2.7414 -5.7465 -0.523 -0.596 -0.945
H 1.9738 -3.0108 -7.3790 -0.973 -0.075 0.212
H 3.9045 -1.5828 -4.3389 -0.307 -0.018 -0.320
H 2.3650 -2.3731 -4.2228 0.573 0.131 0.165
C 11.5398 6.9368 -2.1992 0.090 -0.233 0.176
O 12.0083 5.8538 -2.3068 1.848 -4.223 -0.161
N 10.4355 7.3237 -2.7244 -4.025 1.257 -2.406
N 12.0335 7.9273 -1.5173 3.086 3.195 2.962
H 10.2870 8.3064 -2.5446 -1.454 -0.602 -0.735
H 9.8256 6.6975 -3.2303 0.049 0.506 -0.017
H 11.6906 8.8654 -1.6678 0.345 -0.274 0.485
H 12.7069 7.7842 -0.7783 0.019 0.034 -0.470
C -4.7017 6.2976 1.3751 -0.314 1.522 1.882
O -4.8027 5.8491 0.0887 1.555 -1.763 -0.891
C -4.0935 4.5698 -0.0294 -0.060 0.404 -2.014
C -3.6723 4.4273 -1.5312 -0.535 -1.186 -0.343
N -3.2187 3.0399 -1.9615 0.907 2.311 1.604
C -2.8623 2.9751 -3.3998 -1.591 -1.421 0.374
C -1.7687 1.9372 -3.7302 -0.458 0.969 -1.448
O -2.1315 0.6102 -3.5749 1.954 -0.694 3.159
C -3.2841 0.0797 -4.0807 -0.111 0.700 -0.643
H -5.2525 5.7230 2.1197 -0.118 -0.585 -0.033
H -5.1269 7.2972 1.4651 -0.183 0.114 -0.399
H -3.6890 6.4218 1.7588 0.407 -0.300 -0.232
H -4.7974 3.8115 0.3134 0.159 -0.349 -0.117
H -3.1368 4.4682 0.4830 -0.250 0.557 0.798
H -2.8817 5.1366 -1.7756 -0.063 0.033 0.182
H -4.5504 4.6452 -2.1391 -0.159 0.572 -0.084
H -4.0162 2.4732 -1.7108 0.150 -0.521 -0.568
H -2.7674 3.8946 -3.9775 0.667 0.453 0.802
H -3.8372 2.6589 -3.7711 0.206 -0.504 -1.129
H -0.8153 2.1455 -3.2446 -0.325 -0.267 0.767
H -1.4686 1.9759 -4.7774 -0.288 0.891 -0.669
H -3.4030 -0.8895 -3.5964 -0.201 -0.023 -0.409
H -3.0887 0.0516 -5.1527 -0.901 -0.625 -0.496
H -4.1287 0.7348 -3.8668 -0.424 -0.302 -0.107
```
Forces are in eV/Å.

- Multiplicity: 1
- Largest force on an atom: 6.07 eV/Å
- Total charge: +1
- Gap between HOMO and LUMO: 2.590 eV
- E_HOMO: -0.348 Ha
- Energy: -2278.487733 Ha

Löwdin charges in e: Sr 1.61; C -0.01; C -0.81; O -0.04; O -0.01; H 0.08; H 0.09; H 0.08; C -0.69; O -0.01; N 0.15; N 0.15; H 0.11; H 0.10; H 0.09; H 0.11; C -0.75; O 0.02; N 0.15; N 0.14; H 0.12; H 0.11; H 0.11; H 0.10; C -0.77; O 0.07; N 0.14; N 0.15; H 0.11; H 0.10; H 0.10; H 0.10; C -0.83; O 0.05; N 0.17; N 0.15; H 0.13; H 0.11; H 0.09; H 0.12; C -0.73; O 0.02; N 0.14; N 0.14; H 0.10; H 0.12; H 0.10; H 0.11; C -0.85; O 0.04; N 0.16; N 0.17; H 0.12; H 0.13; H 0.12; H 0.11; C -0.84; O 0.03; N 0.18; N 0.16; H 0.12; H 0.13; H 0.11; H 0.13; C -0.18; O -0.17; C -0.17; C -0.18; N -0.06; C -0.20; C -0.22; O -0.21; C -0.12; H 0.09; H 0.09; H 0.09; H 0.12; H 0.12; H 0.11; H 0.11; H 0.09; H 0.12; H 0.09; H 0.12; H 0.11; H 0.10; H 0.09; H 0.07

***

[2]
ORCA calculation (wB97M-V/def2-TZVPD) on a 3-piece molecular cluster, C15H46N7O3P3S overall at a distorted geometry.

The geometry in XYZ format:
```
75
Properties=species:S:1:pos:R:3:forces:R:3
C 3.3016 -2.7778 -0.5768 -1.019 -0.514 0.926
O 3.7766 -1.4235 -0.4617 0.088 -0.207 -1.387
C 4.3999 -0.9575 -1.6461 1.618 0.104 0.051
C 5.2930 -2.0262 -2.3995 0.538 1.228 -0.843
N 4.5769 -2.7836 -3.4528 0.321 -0.369 0.783
P 3.1663 -0.0711 -2.8123 -1.588 -0.290 1.013
S 1.3062 -0.5297 -2.3701 0.495 -0.013 -0.369
H 2.8332 -3.0136 -1.5650 0.710 0.282 0.761
H 2.4823 -2.8904 0.1897 0.874 0.204 -0.719
H 4.1245 -3.4788 -0.2817 -0.658 0.418 -0.521
H 5.1128 -0.1413 -1.3199 -0.776 -0.752 -0.197
H 6.1181 -1.4351 -2.9059 -0.653 -0.456 0.789
H 5.8026 -2.7020 -1.6698 -0.656 0.535 -0.542
H 4.6398 -2.3311 -4.3609 0.162 -0.225 0.266
H 4.9929 -3.7152 -3.5084 -0.357 0.395 -0.265
H 3.4903 -0.2846 -4.1888 0.383 0.280 0.597
H 3.2876 1.3364 -2.5311 0.708 -0.703 -0.588
O -2.4815 -2.4679 -0.2993 -2.767 0.167 3.200
P -3.7618 -1.8342 -0.8702 4.021 0.000 -6.840
N -4.1014 -3.1270 -1.9631 -0.002 -1.030 -0.071
C -4.7157 -3.0320 -3.2734 -0.481 0.564 0.055
C -4.6176 -4.3217 -1.2940 0.430 0.076 0.487
N -2.8949 -0.5365 -1.6480 0.254 1.001 -0.444
C -2.2969 -0.7255 -2.9649 -0.297 -0.269 -0.241
C -1.8752 0.0805 -0.7860 -0.098 -0.221 0.410
N -5.3136 -1.0403 -1.2914 -1.251 -0.019 3.171
C -5.4502 0.1695 -2.0908 0.567 0.453 -0.161
C -6.1086 -0.8642 -0.0576 -0.279 -0.382 -0.003
H -5.7999 -2.8604 -3.2203 -0.045 0.011 -0.036
H -4.5558 -3.9598 -3.8287 0.088 -0.102 0.246
H -4.2808 -2.2517 -3.8912 0.032 0.152 0.165
H -5.6698 -4.1923 -1.0079 -0.148 -0.154 -0.077
H -4.0423 -4.5361 -0.3896 -0.004 0.128 -0.059
H -4.5335 -5.2032 -1.9325 -0.028 0.118 -0.134
H -1.7475 -1.6699 -3.0383 0.070 -0.038 -0.106
H -1.6027 0.0843 -3.2055 -0.011 -0.023 0.354
H -3.0450 -0.6805 -3.7577 -0.107 -0.175 -0.019
H -0.9478 -0.5057 -0.7594 -0.149 0.080 0.123
H -2.2394 0.1769 0.2405 0.042 -0.027 -0.036
H -1.6317 1.0860 -1.1358 -0.119 -0.033 -0.158
H -4.9268 1.0278 -1.6630 0.023 0.012 -0.114
H -6.5091 0.4386 -2.1751 -0.065 -0.357 0.289
H -5.1161 0.0124 -3.1150 0.291 -0.046 0.115
H -5.6775 -0.0898 0.5868 -0.184 0.069 0.054
H -6.1346 -1.8010 0.5116 0.078 0.024 -0.002
H -7.1454 -0.6010 -0.2816 0.091 0.026 -0.078
O 0.1291 3.4262 1.4839 2.350 3.491 -0.196
P 1.3669 3.1623 2.3592 -3.122 -7.162 0.867
N 1.9726 1.8678 1.3939 0.125 -0.124 -0.940
C 2.6902 0.6930 1.8505 0.385 0.138 0.585
C 2.5719 2.3227 0.1391 -0.462 0.397 -0.130
N 0.4140 2.5805 3.7013 -0.468 -0.250 1.107
C -0.0249 1.1903 3.7507 0.297 -0.232 -0.168
C -0.7525 3.4246 3.9932 0.170 0.287 -0.258
N 2.8342 3.1137 3.3886 0.870 3.228 -0.538
C 2.8876 2.6158 4.7560 -0.586 -0.134 0.402
C 3.4783 4.4440 3.3618 0.323 -0.057 -0.348
H 3.7336 0.9132 2.1189 0.047 -0.012 0.031
H 2.7050 -0.0619 1.0645 -0.095 0.222 -0.191
H 2.2178 0.2103 2.7016 -0.059 0.206 0.119
H 3.5667 2.7579 0.3096 0.182 -0.071 -0.082
H 1.9433 3.0835 -0.3324 -0.007 -0.036 0.107
H 2.6648 1.5070 -0.5851 -0.130 -0.053 0.394
H -0.4350 0.8490 2.7942 -0.020 -0.109 -0.039
H -0.7938 1.0482 4.5158 0.003 0.312 -0.071
H 0.7825 0.5240 4.0540 0.101 -0.044 -0.154
H -1.5944 3.2148 3.3218 0.063 0.104 -0.003
H -0.5015 4.4836 3.8928 -0.052 -0.053 -0.035
H -1.0891 3.2688 5.0210 0.158 -0.143 0.036
H 2.2185 3.1510 5.4342 -0.008 -0.106 0.041
H 3.9055 2.7210 5.1478 0.079 0.209 -0.398
H 2.6762 1.5489 4.8019 -0.286 0.064 -0.105
H 2.8906 5.1825 3.9186 0.172 0.095 0.075
H 3.5720 4.7971 2.3280 -0.083 -0.007 0.016
H 4.4884 4.4098 3.7774 -0.086 -0.081 0.033
```
Forces are in eV/Å.

- Multiplicity: 1
- Largest force on an atom: 7.93 eV/Å
- Total charge: 0
- Gap between HOMO and LUMO: 7.034 eV
- E_HOMO: -0.278 Ha
- Structure (SMILES): CN(C)P(=O)(N(C)C)N(C)C.CN(C)P(=O)(N(C)C)N(C)C.CO[C@@H](CN)[PH2]=S
- Energy: -2630.117874 Ha

Löwdin charges in e: C -0.12; O -0.26; C -0.50; C -0.27; N -0.02; P 0.44; S 0.19; H 0.07; H 0.10; H 0.09; H 0.12; H 0.12; H 0.12; H 0.05; H 0.08; H -0.03; H -0.03; O -0.30; P 0.78; N -0.32; C -0.14; C -0.15; N -0.34; C -0.15; C -0.16; N -0.30; C -0.14; C -0.15; H 0.08; H 0.08; H 0.05; H 0.07; H 0.07; H 0.08; H 0.08; H 0.06; H 0.05; H 0.02; H 0.07; H 0.08; H 0.09; H 0.09; H 0.07; H 0.08; H 0.07; H 0.08; O -0.30; P 0.78; N -0.30; C -0.12; C -0.15; N -0.35; C -0.13; C -0.16; N -0.30; C -0.14; C -0.15; H 0.08; H 0.07; H 0.05; H 0.08; H 0.08; H 0.01; H 0.09; H 0.08; H 0.05; H 0.08; H 0.07; H 0.08; H 0.08; H 0.09; H 0.07; H 0.08; H 0.07; H 0.08